111
Properties=species:S:1:pos:R:3 method="wB97M-V/def2-TZVPD" multiplicity=1 charge=+1 homo_ev=-9.69 relative_energy_kcal_mol=8.4 homo_lumo_gap_ev=4.4653 molar_mass_g_mol=790.853 max_force_ev_per_a=10.9 energy_ha=-2793.7689
O -19.57 -62.06 -32.18
O -19.36 -62.02 -29.29
O -16.42 -57.94 -34.90
O -26.66 -61.06 -38.18
O -24.62 -61.58 -38.40
O -21.38 -55.63 -30.47
O -26.69 -58.34 -34.43
O -23.42 -55.74 -31.38
O -24.59 -57.90 -34.50
O -22.35 -66.01 -35.78
O -15.74 -55.89 -35.04
O -19.54 -64.19 -29.63
O -21.70 -63.88 -36.12
N -25.47 -60.83 -37.95
N -20.41 -61.18 -32.67
N -22.46 -55.07 -30.93
N -15.56 -57.02 -34.78
N -25.79 -57.53 -34.36
N -17.36 -54.60 -30.90
N -17.93 -64.33 -33.31
N -18.98 -63.20 -29.13
N -22.30 -64.96 -36.43
N -20.37 -56.70 -36.38
N -12.96 -61.51 -34.44
C -13.13 -60.57 -36.56
C -19.99 -55.32 -34.55
C -22.10 -58.86 -32.81
C -25.23 -60.13 -36.67
C -25.92 -56.15 -33.87
C -18.04 -63.74 -35.59
C -22.59 -62.02 -33.62
C -22.14 -62.35 -31.26
C -22.32 -53.66 -31.35
C -14.47 -60.45 -35.90
C -16.72 -63.30 -35.09
C -18.33 -59.85 -33.12
C -14.28 -57.55 -34.28
C -21.48 -55.54 -34.77
C -16.85 -56.89 -30.63
C -20.02 -60.21 -34.81
C -17.53 -63.41 -28.99
C -21.92 -61.44 -32.42
C -17.88 -55.86 -30.94
C -12.16 -61.14 -35.67
C -16.73 -63.66 -33.55
C -20.56 -58.76 -32.78
C -22.53 -60.04 -32.01
C -14.25 -61.06 -34.47
C -15.62 -56.15 -30.35
C -18.75 -64.48 -34.40
C -21.71 -56.41 -35.97
C -19.37 -56.05 -35.66
C -22.73 -65.08 -37.84
C -19.87 -59.99 -33.34
C -15.97 -54.74 -30.60
H -12.79 -62.04 -33.32
H -22.58 -56.88 -36.33
H -26.70 -56.08 -32.97
H -17.06 -63.45 -29.87
H -23.57 -60.08 -31.87
H -18.38 -56.37 -35.91
H -19.76 -64.86 -34.35
H -15.93 -62.90 -35.69
H -14.89 -61.22 -33.61
H -13.04 -60.06 -37.66
H -23.37 -64.18 -37.93
H -24.95 -56.01 -33.30
H -19.33 -61.09 -35.27
H -18.62 -63.67 -36.53
H -25.92 -60.06 -36.01
H -13.54 -57.71 -35.13
H -11.17 -61.36 -35.97
H -14.71 -56.48 -29.93
H -16.87 -57.96 -30.34
H -16.06 -63.32 -32.80
H -17.20 -62.76 -28.39
H -21.86 -65.29 -38.37
H -15.15 -53.80 -30.54
H -18.10 -59.60 -32.06
H -22.51 -57.88 -32.73
H -23.50 -62.19 -33.37
H -23.40 -65.88 -37.87
H -20.91 -60.42 -35.14
H -19.52 -59.47 -35.28
H -17.72 -53.79 -31.14
H -15.34 -60.25 -36.46
H -22.46 -58.91 -33.85
H -18.14 -58.84 -33.55
H -13.70 -56.92 -33.47
H -22.34 -63.08 -33.68
H -23.36 -53.37 -31.19
H -14.34 -58.50 -33.74
H -20.25 -58.55 -31.73
H -18.16 -64.72 -32.34
H -21.64 -62.10 -30.23
H -17.27 -64.36 -28.59
H -22.02 -53.53 -32.44
H -24.10 -60.29 -36.09
H -25.01 -59.04 -37.02
H -18.93 -56.06 -31.29
H -20.16 -57.16 -37.32
H -19.51 -54.73 -33.86
H -22.26 -54.95 -34.11
H -22.70 -61.46 -34.55
H -23.26 -62.31 -30.93
H -21.71 -53.17 -30.56
H -17.68 -60.71 -33.64
H -21.69 -63.48 -31.28
H -20.18 -57.92 -33.32
H -22.27 -59.81 -31.04
H -26.03 -55.62 -34.72